Computed, not measured: a cluster of 2 separate species, C3H8Cl2NPS in total, with ωB97M-V/def2-TZVPD.

Last column: Löwdin charge in e.
Geometry (Å):
C: 0.7745 -1.7113 -0.9577  -0.14
C: 0.3444 1.9953 -0.0033  -0.10
C: -1.0132 1.7968 -0.3772  -0.62
N: -0.1127 -1.6891 0.2074  -0.39
P: 0.2811 -0.9051 1.6312  0.00
S: 1.8878 -1.6663 2.5721  0.10
Cl: -1.4513 3.4030 -1.1938  0.51
Cl: -1.3893 -1.3815 2.6797  0.20
H: 1.7096 -1.4220 -0.8225  0.01
H: 0.5972 -2.6574 -1.4348  0.08
H: 0.3245 -0.8958 -1.6713  0.10
H: 0.6094 2.5225 0.8547  0.04
H: 1.0723 1.8583 -0.6628  0.01
H: -1.6068 1.5453 0.5022  0.07
H: -0.9990 1.0509 -1.1289  0.04
H: -1.0284 -1.8435 -0.1950  0.08

Calculated values
HOMO-LUMO gap (spin up / spin down) in eV: 6.58 / 7.94
Energy relative to the best compared isomer or geometry (same formula, charge and spin) in kcal per mole: 19.2
E_tot in eV: -49897.443
Highest occupied orbital energy (spin up / spin down) in eV: -8.669 / -8.612